ORCA calculation (the ωB97M-V functional and the def2-TZVPD basis) on a 2-piece molecular cluster, C6H8O2 overall.

Values from the calculation:
Orbital gap   8.7 eV
Total charge   0
SMILES string   C=C=C=O.CC(C)=O
HOMO level   -8.9239 eV
Relative energy (zero: lowest compared OMol25 entry of this formula, charge and spin)   82.7 kcal/mol

Geometry as XYZ:
```
16
Properties=species:S:1:pos:R:3:forces:R:3:nbo_charge:R:1
C -2.2989 1.6102 -0.5269 -1.6027 0.9490 0.9103 -0.26
C -2.6926 1.0441 0.6094 0.0821 0.1194 -1.4185 -0.36
C -2.2096 0.0318 1.2743 -0.3381 -1.8865 3.5911 0.66
O -2.1439 -0.7756 2.1402 0.3932 1.1338 -2.0267 -0.46
H -1.3111 1.3975 -0.8774 0.2517 0.2326 -0.7295 0.21
H -3.0128 2.3644 -0.9202 1.0570 -0.4119 -0.3278 0.20
C 2.5363 -0.2697 0.2913 1.1821 -2.6788 0.2078 -0.72
C 1.0862 -0.0264 0.0075 0.0138 -2.0128 -0.1962 0.59
C 0.2934 -1.1010 -0.7413 1.2445 -2.3200 0.2213 -0.73
O 0.5510 0.9720 0.3751 -0.6336 1.4336 0.3693 -0.55
H 2.8171 -1.1053 1.0940 -1.0923 1.5736 -1.7582 0.24
H 2.9476 0.6301 0.6571 0.5867 1.0326 0.3229 0.24
H 3.0413 -0.5802 -0.6644 -0.3132 0.2876 0.9189 0.23
H -0.5862 -0.6457 -1.2099 0.0773 -0.3814 0.3054 0.23
H 0.0029 -1.9689 0.0768 0.6217 2.1596 -2.2334 0.26
H 0.9790 -1.5773 -1.5858 -1.5302 0.7697 1.8432 0.23
```
Forces are in eV/Å.